Formula: C6H7N2OS
Source: the OMol25 dataset
Level of theory: wB97M-V/def2-TZVPD

CARTESIAN COORDINATES (ANGSTROEM)
C: 1.132 0.166 -2.070
C: 1.384 0.353 -0.803
C: 2.569 0.899 -0.124
C: 2.239 1.030 1.141
O: 0.956 0.503 1.415
C: 0.533 -0.068 0.328
N: -0.580 -0.649 0.145
C: -1.772 -0.252 0.469
N: -2.852 -1.353 0.585
S: -2.307 1.266 0.622
H: 1.717 0.615 -2.884
H: 0.237 -0.340 -2.373
H: 3.437 1.222 -0.554
H: 2.733 1.490 2.064
H: -3.556 -0.899 1.055
H: -2.674 -2.065 1.314
H: -3.198 -1.920 -0.329

Summary:
Lowest unoccupied orbital energy ... -0.170 hartree
Orbital gap ... 8.230 eV
Electronic energy ... -22188.909 eV
SMILES ... C=C1C=CO/C1=N\C([NH3+])=S
Charge ... +1

=====

Formula: C12H38N2O8
Source: the OMol25 dataset
Level of theory: wB97M-V/def2-TZVPD

CARTESIAN COORDINATES (ANGSTROEM)
C: 3.415 -5.719 -4.571
O: 3.054 -4.391 -4.230
C: 3.300 -4.038 -2.857
C: 2.603 -2.703 -2.665
N: 2.865 -2.146 -1.294
C: 2.064 -0.935 -1.097
C: 2.107 -0.358 0.308
O: 1.322 0.871 0.294
C: 1.653 1.770 1.266
H: 4.482 -5.811 -4.367
H: 3.105 -6.107 -5.542
H: 2.969 -6.410 -3.856
H: 4.354 -4.015 -2.582
H: 2.762 -4.672 -2.153
H: 1.570 -2.869 -2.970
H: 2.889 -2.092 -3.521
H: 2.573 -2.829 -0.610
H: 1.048 -1.193 -1.398
H: 2.296 -0.090 -1.745
H: 3.108 -0.194 0.706
H: 1.709 -1.028 1.070
H: 1.674 1.305 2.252
H: 0.968 2.609 1.142
H: 2.648 2.153 1.038
C: -0.063 -0.863 -1.577
O: -0.451 0.222 -0.727
C: -0.228 1.530 -1.163
C: -0.623 2.598 -0.186
N: -2.001 2.403 0.294
C: -2.437 3.404 1.273
C: -3.846 3.227 1.847
O: -3.935 1.895 2.462
C: -5.314 1.514 2.760
H: 0.972 -0.768 -1.905
H: -0.687 -0.934 -2.468
H: -0.253 -1.828 -1.107
H: -0.720 1.638 -2.129
H: 0.823 1.601 -1.445
H: -0.549 3.576 -0.660
H: 0.104 2.483 0.618
H: -2.190 1.466 0.621
H: -2.388 4.363 0.757
H: -1.730 3.341 2.100
H: -4.607 3.287 1.069
H: -4.167 3.908 2.636
H: -5.844 2.357 3.203
H: -5.429 0.727 3.505
H: -5.733 1.202 1.804
O: -2.279 0.295 1.479
H: -2.945 -0.243 1.051
H: -2.722 1.122 1.667
O: -0.395 0.308 1.725
H: -1.344 0.351 1.610
H: -0.048 0.239 0.835
O: 0.956 -0.152 3.079
H: 0.720 -1.067 3.236
H: 0.282 0.169 2.480
O: -0.740 2.125 2.973
H: 0.148 1.993 3.304
H: -0.877 1.403 2.359

Summary:
Lowest unoccupied orbital energy ... 0.010 hartree
Orbital gap ... 7.106 eV
Electronic energy ... -32396.356 eV

=====

Formula: C33H56O31Rb
Source: the OMol25 dataset
Level of theory: wB97M-V/def2-TZVPD

CARTESIAN COORDINATES (ANGSTROEM)
Rb: 0.781 30.853 18.754
C: -0.098 26.579 21.489
C: 0.741 25.481 21.980
C: 2.277 25.666 21.683
O: 3.050 24.752 22.014
C: 2.786 26.856 21.025
C: 1.898 27.821 20.549
C: 0.441 27.645 20.865
O: -0.421 28.589 20.617
O: 2.517 28.924 20.152
O: 0.361 24.480 22.546
H: -1.144 26.446 21.723
H: 3.835 27.096 20.934
C: -1.449 21.332 22.773
O: -1.247 20.413 23.855
C: -1.922 19.207 23.884
O: -2.505 18.712 23.007
O: -1.790 18.677 25.082
C: -2.765 17.705 25.498
H: -1.187 20.666 21.950
H: -0.803 22.210 22.767
H: -2.508 21.583 22.812
H: -3.806 18.017 25.589
H: -2.536 17.381 26.513
H: -2.767 16.806 24.883
C: 2.735 25.972 28.712
O: 2.178 27.032 27.931
C: 1.528 26.717 26.879
O: 1.129 25.648 26.490
O: 1.249 27.779 26.247
C: 0.468 27.860 25.072
H: 3.467 25.396 28.146
H: 1.910 25.454 29.201
H: 3.299 26.324 29.576
H: -0.537 27.482 25.259
H: 0.833 27.148 24.332
H: 0.485 28.862 24.643
C: -3.448 29.257 19.472
O: -3.995 30.171 18.579
C: -3.329 31.071 17.918
O: -2.106 31.223 17.868
O: -4.251 31.819 17.326
C: -3.974 32.819 16.361
H: -2.750 28.524 19.069
H: -4.342 28.669 19.679
H: -2.956 29.744 20.314
H: -3.797 32.312 15.413
H: -3.118 33.452 16.598
H: -4.872 33.397 16.145
C: -2.671 28.628 23.599
O: -4.090 28.809 23.635
C: -4.791 27.736 23.308
O: -4.432 26.671 22.763
O: -5.967 27.953 23.680
C: -7.007 26.986 23.640
H: -2.332 29.619 23.898
H: -2.399 28.446 22.559
H: -2.492 27.717 24.172
H: -7.968 27.490 23.742
H: -6.724 26.272 24.413
H: -7.035 26.626 22.611
C: -1.452 32.057 22.517
O: -0.349 31.529 23.212
C: 0.911 31.607 22.712
O: 1.220 32.028 21.595
O: 1.676 30.892 23.569
C: 3.070 30.619 23.412
H: -1.887 31.388 21.774
H: -1.210 32.989 22.006
H: -2.276 32.346 23.170
H: 3.375 30.240 24.388
H: 3.591 31.569 23.299
H: 3.167 29.896 22.602
C: -0.688 19.328 18.633
O: -1.292 20.505 19.278
C: -0.806 21.709 18.976
O: 0.131 22.046 18.283
O: -1.516 22.621 19.694
C: -1.100 24.013 19.721
H: 0.402 19.360 18.628
H: -0.889 19.129 17.581
H: -0.972 18.421 19.168
H: -0.032 24.171 19.869
H: -1.582 24.510 20.562
H: -1.380 24.384 18.735
C: 6.407 25.324 27.979
O: 6.062 26.231 26.973
C: 5.373 25.847 25.901
O: 4.997 24.732 25.631
O: 5.190 26.923 25.126
C: 4.343 26.929 23.999
H: 5.494 25.118 28.536
H: 7.128 25.835 28.617
H: 6.807 24.354 27.682
H: 3.310 26.652 24.210
H: 4.735 26.196 23.294
H: 4.421 27.952 23.629
C: 7.411 26.786 21.289
O: 7.297 27.797 22.280
C: 7.027 29.092 21.966
O: 6.543 29.459 20.909
O: 7.129 29.800 23.055
C: 6.689 31.166 23.058
H: 8.323 26.788 20.692
H: 6.548 26.843 20.624
H: 7.370 25.761 21.655
H: 5.707 31.470 22.698
H: 7.388 31.689 22.406
H: 6.805 31.626 24.040
C: -6.585 22.495 25.300
O: -5.140 22.443 25.261
C: -4.370 23.551 25.261
O: -4.779 24.749 25.251
O: -3.135 23.156 25.063
C: -2.200 24.156 24.650
H: -6.949 21.490 25.511
H: -6.971 22.783 24.322
H: -6.842 23.188 26.101
H: -1.653 24.600 25.482
H: -2.477 24.904 23.907
H: -1.402 23.658 24.098

Summary:
Lowest unoccupied orbital energy ... 0.047 hartree
Orbital gap ... 4.932 eV
Electronic energy ... -99254.418 eV
Charge ... -1

=====

Formula: C28H45ClN4ReSe
Source: the OMol25 dataset
Level of theory: wB97M-V/def2-TZVPD

CARTESIAN COORDINATES (ANGSTROEM)
Re: 0.117 -0.619 0.294
Cl: 0.770 -1.057 2.605
C: 1.438 3.740 0.861
C: 1.118 1.472 0.801
N: 0.600 2.708 1.165
H: 3.498 3.654 0.107
N: 2.352 1.822 0.346
H: 1.211 4.786 1.082
C: -0.768 2.898 1.621
C: -0.902 4.295 2.198
C: -1.602 2.630 0.387
H: -0.747 5.082 1.443
H: -1.905 4.407 2.628
H: -0.158 4.435 2.990
H: -2.087 1.989 3.027
H: -0.321 1.814 3.426
H: -1.210 1.687 0.008
C: -1.076 1.805 2.633
H: -1.456 3.372 -0.402
H: -2.657 2.509 0.618
H: -1.057 0.784 2.176
C: 2.564 3.194 0.344
C: 3.695 1.178 -1.558
H: 4.153 2.172 -1.713
H: 4.419 0.425 -1.892
C: 3.385 0.915 -0.087
H: 3.413 -1.202 -0.355
C: 4.672 1.225 0.671
H: 4.565 1.147 1.759
H: 2.788 1.077 -2.168
H: 1.781 -0.489 -0.331
H: 5.083 2.215 0.426
H: 5.434 0.501 0.362
C: 2.827 -0.460 0.180
H: 2.763 -0.699 1.235
C: -2.544 -4.218 0.537
N: -2.281 -2.873 0.424
H: -1.252 -5.923 0.203
N: -0.466 -3.905 -0.058
H: -3.498 -4.671 0.763
C: -3.288 -1.931 0.842
C: -4.653 -2.519 0.510
C: -3.215 -1.678 2.356
H: -4.892 -3.362 1.175
H: -5.438 -1.773 0.680
H: -4.723 -2.850 -0.532
H: -3.476 0.192 0.415
H: -2.928 -0.793 -0.990
H: -2.217 -1.340 2.675
C: -2.913 -0.682 0.098
H: -3.485 -2.574 2.932
H: -3.964 -0.904 2.595
H: -1.815 -0.476 0.425
C: -1.409 -4.849 0.234
C: 1.629 -4.431 1.086
H: 1.225 -5.211 1.746
H: 2.672 -4.698 0.875
C: 0.897 -4.363 -0.258
H: 2.564 -3.705 -1.371
C: 0.874 -5.766 -0.878
H: 0.267 -5.810 -1.792
H: 1.604 -3.463 1.604
H: 1.607 -2.381 -0.680
H: 0.543 -6.548 -0.181
H: 1.895 -6.040 -1.167
C: 1.543 -3.369 -1.181
H: 0.993 -3.289 -2.126
C: -0.951 -2.596 0.117
Se: 0.000 0.382 -1.845
C: -0.260 2.408 -2.704
C: -1.526 2.768 -3.165
C: -1.745 4.080 -3.618
C: -0.696 5.004 -3.672
C: 0.575 4.610 -3.253
C: 0.799 3.297 -2.789
H: -2.343 2.050 -3.145
H: -2.729 4.419 -3.923
H: -0.881 6.011 -4.068
H: 1.387 5.336 -3.291
H: 1.812 3.022 -2.493

Summary:
Expectation value of S² ... 3.7811
Multiplicity ... 4
Lowest unoccupied orbital energy (alpha / beta) ... 0.158 / 0.154 hartree
Orbital gap (alpha / beta) ... 1.293 / 3.769 eV
Electronic energy ... -115720.253 eV
Charge ... -2

=====

Formula: H28O14
Source: the OMol25 dataset
Level of theory: wB97M-V/def2-TZVPD

CARTESIAN COORDINATES (ANGSTROEM)
O: 22.885 -6.304 -43.618
H: 22.709 -7.096 -43.109
H: 22.846 -5.511 -43.016
O: 19.142 -8.390 -40.637
H: 19.913 -8.335 -41.364
H: 18.596 -9.208 -40.837
O: 21.648 -7.751 -39.944
H: 22.513 -7.843 -40.665
H: 22.040 -7.407 -39.145
O: 22.054 -11.888 -40.737
H: 22.597 -12.700 -40.626
H: 21.535 -12.241 -41.418
O: 21.806 -10.571 -44.978
H: 21.903 -9.685 -45.081
H: 22.144 -11.051 -45.728
O: 21.760 -8.450 -46.240
H: 22.488 -7.781 -46.083
H: 21.989 -8.398 -47.247
O: 23.688 -10.856 -42.907
H: 22.996 -10.883 -43.560
H: 23.557 -11.523 -42.284
O: 18.670 -12.071 -44.645
H: 18.881 -12.728 -45.246
H: 19.097 -11.354 -45.113
O: 20.780 -8.996 -42.859
H: 21.282 -9.683 -42.336
H: 20.684 -9.402 -43.714
O: 18.058 -7.271 -43.111
H: 18.319 -7.573 -41.982
H: 18.488 -6.441 -43.401
O: 23.478 -8.543 -41.720
H: 24.222 -8.436 -41.074
H: 23.695 -9.246 -42.083
O: 21.301 -10.179 -38.877
H: 21.489 -10.994 -39.595
H: 21.290 -9.260 -39.367
O: 18.932 -8.935 -44.921
H: 18.605 -8.497 -44.176
H: 18.014 -9.071 -45.288
O: 20.999 -12.711 -43.423
H: 20.094 -12.526 -43.476
H: 21.439 -12.111 -44.095

Summary:
Lowest unoccupied orbital energy ... -0.006 hartree
Orbital gap ... 8.679 eV
Electronic energy ... -29116.639 eV

=====

Formula: CH5ClO4Ru
Source: the OMol25 dataset
Level of theory: wB97M-V/def2-TZVPD

CARTESIAN COORDINATES (ANGSTROEM)
Ru: 0.177 -0.113 0.367
C: 1.636 1.218 -0.016
H: 1.612 1.568 -1.064
H: 1.526 2.094 0.644
H: 2.578 0.687 0.220
H: 0.068 -1.219 1.904
H: 0.831 -1.160 1.790
O: -2.095 0.124 -2.073
Cl: -3.054 -0.945 -1.675
O: -2.716 -1.693 -0.428
O: 0.502 -1.359 -0.750
O: -1.064 0.796 1.081

Summary:
Expectation value of S² ... 6.1375
Multiplicity ... 5
Lowest unoccupied orbital energy (alpha / beta) ... -0.455 / -0.604 hartree
Orbital gap (alpha / beta) ... 7.385 / 5.017 eV
Electronic energy ... -24376.232 eV
Charge ... +2

=====

Formula: C3H8N5
Source: the OMol25 dataset
Level of theory: wB97M-V/def2-TZVPD

CARTESIAN COORDINATES (ANGSTROEM)
C: 1.639 -1.047 -0.030
N: 1.830 0.402 -0.010
C: 0.659 1.265 -0.211
C: -0.619 0.514 -0.342
N: -1.128 -0.032 -1.457
N: -2.257 -0.614 -1.161
N: -2.441 -0.497 0.119
N: -1.467 0.230 0.654
H: 0.963 -1.432 0.748
H: 2.609 -1.520 0.118
H: 1.275 -1.362 -1.010
H: 2.284 0.671 0.852
H: 0.775 1.851 -1.127
H: 0.539 1.976 0.612
H: -3.242 -0.882 0.609
H: -1.417 0.479 1.635

Summary:
Lowest unoccupied orbital energy ... -0.186 hartree
Orbital gap ... 8.103 eV
Electronic energy ... -10681.868 eV
SMILES ... CNCc1nn[nH][nH+]1
Charge ... +1

=====

Formula: C15H26N2O2OsS3
Source: the OMol25 dataset
Level of theory: wB97M-V/def2-TZVPD

CARTESIAN COORDINATES (ANGSTROEM)
Os: 0.013 -0.555 0.263
S: -0.330 -0.971 -1.887
C: 0.928 -2.117 -2.335
C: 1.099 -2.375 -3.729
N: 1.208 -2.573 -4.857
C: 1.653 -2.762 -1.391
S: 1.471 -2.463 0.317
C: 2.647 -3.725 -1.762
N: 3.455 -4.498 -2.029
C: 0.318 2.949 -0.231
C: 1.681 2.408 0.144
O: 1.777 1.030 -0.224
C: 2.940 0.668 -0.984
C: 2.854 1.135 -2.421
H: 0.230 3.994 0.070
H: -0.468 2.377 0.267
H: 0.161 2.878 -1.308
H: 1.851 2.480 1.220
H: 2.468 2.967 -0.366
H: 2.998 -0.416 -0.925
H: 3.822 1.077 -0.481
H: 1.939 0.769 -2.887
H: 3.705 0.747 -2.983
H: 2.871 2.224 -2.495
C: -1.740 1.383 3.253
S: -0.222 0.473 3.539
C: -0.955 -1.130 3.804
O: 0.481 0.417 2.194
H: -2.239 0.926 2.397
H: -1.461 2.413 3.039
H: -2.358 1.341 4.149
H: -1.467 -1.114 4.766
H: -0.154 -1.868 3.822
H: -1.638 -1.322 2.980
C: -3.541 -1.716 -1.056
C: -3.107 -1.446 0.397
C: -2.695 -2.798 0.995
C: -4.332 -0.908 1.152
C: -2.015 -0.391 0.473
H: -4.426 -2.358 -1.057
H: -2.755 -2.220 -1.615
H: -3.788 -0.789 -1.579
H: -3.459 -3.545 0.766
H: -2.598 -2.774 2.083
H: -1.749 -3.144 0.569
H: -5.137 -1.646 1.162
H: -4.710 0.001 0.679
H: -4.084 -0.669 2.192
H: -2.446 0.604 0.305

Summary:
Expectation value of S² ... 6.0210
Multiplicity ... 5
Lowest unoccupied orbital energy (alpha / beta) ... -0.003 / -0.048 hartree
Orbital gap (alpha / beta) ... 7.028 / 7.111 eV
Electronic energy ... -58020.728 eV

=====

Formula: C13H19ClN2O
Source: the OMol25 dataset
Level of theory: wB97M-V/def2-TZVPD

CARTESIAN COORDINATES (ANGSTROEM)
C: -5.129 -1.213 -0.022
C: -3.701 -0.933 0.432
C: -2.703 -1.142 -0.705
C: -1.240 -1.048 -0.266
C: -0.831 0.316 0.315
C: -0.974 1.466 -0.688
C: -0.434 2.779 -0.131
C: 0.586 0.186 0.859
O: 0.829 0.144 2.043
N: 1.542 0.085 -0.115
C: 2.912 -0.060 0.017
C: 3.575 -0.148 1.243
C: 4.948 -0.289 1.229
C: 5.606 -0.339 0.005
Cl: 7.322 -0.515 -0.065
C: 4.861 -0.243 -1.161
N: 3.549 -0.107 -1.151
H: -5.228 -2.243 -0.360
H: -5.404 -0.556 -0.844
H: -5.828 -1.052 0.795
H: -3.446 -1.596 1.261
H: -3.641 0.094 0.795
H: -2.860 -2.139 -1.125
H: -2.901 -0.422 -1.501
H: -0.606 -1.279 -1.127
H: -1.055 -1.811 0.494
H: -1.457 0.529 1.186
H: -2.032 1.593 -0.920
H: -0.464 1.225 -1.625
H: 0.634 2.711 0.068
H: -0.935 3.029 0.801
H: -0.600 3.588 -0.839
H: 1.251 0.133 -1.082
H: 3.020 -0.104 2.165
H: 5.505 -0.361 2.150
H: 5.328 -0.276 -2.135

Summary:
Lowest unoccupied orbital energy ... 0.030 hartree
Orbital gap ... 9.556 eV
Electronic energy ... -31340.693 eV
SMILES ... CCCC[C@H](CC)C(=O)Nc1ccc(Cl)cn1